Entry from the Open Molecules 2025 dataset: 23 unconnected molecules or ions with the total composition C56H168N10O23 in a non-equilibrium geometry (wB97M-V/def2-TZVPD).

Computed properties:
Multiplicity = 1
Highest occupied orbital energy = -8.9455 eV
Largest force on an atom = 0.116 Eh/bohr
Net charge = 0

Each line ends with the Mulliken charge.
Positions of all 257 atoms, in Å:
O: -1.03494 2.03609 -1.74091  -1.143
H: -0.82429 1.61258 -0.90875  0.142
H: -1.50298 2.83333 -1.49274  0.032
O: 2.04900 0.19144 3.34320  -0.135
H: 2.61761 0.35340 2.59042  0.056
H: 2.60661 0.35290 4.10428  0.319
O: 2.34892 4.08667 -4.07586  -0.592
H: 1.76087 3.34315 -4.20850  0.279
H: 2.23172 4.62764 -4.85679  0.239
O: 4.23034 -4.93055 -6.78633  -0.599
H: 4.85944 -5.27779 -7.41869  0.292
H: 4.77073 -4.52782 -6.10661  0.274
O: 3.76934 0.58137 1.15715  -0.742
H: 3.16144 0.95128 0.51695  0.060
H: 4.59329 0.48719 0.67917  0.218
C: 2.49005 -3.77914 6.16467  -1.407
C: 1.59682 -2.92734 5.20153  0.954
O: 0.93023 -1.88106 5.91155  -0.531
H: 3.15674 -3.19413 6.79823  0.379
H: 3.20642 -4.47193 5.72314  0.335
H: 1.84187 -4.38651 6.79638  0.312
H: 0.87369 -3.61306 4.75998  0.014
H: 2.26858 -2.58407 4.41476  -0.253
H: 1.02636 -1.13981 5.30914  0.233
C: -6.58626 1.06594 2.82664  -1.069
C: -5.20612 1.51703 3.33762  0.713
O: -4.73880 0.64695 4.29856  -0.472
H: -6.49244 0.02471 2.51818  0.219
H: -6.74557 1.68364 1.94280  0.112
H: -7.34361 1.14871 3.60617  0.404
H: -5.10966 2.49900 3.80080  0.281
H: -4.51790 1.40581 2.49971  -0.319
H: -4.64696 -0.22603 3.90989  0.172
C: -0.69585 2.93990 6.05343  -1.539
C: -0.50074 2.57526 4.54890  0.499
O: -0.53819 3.78044 3.84432  -0.549
H: -0.36683 3.90992 6.42614  0.246
H: -0.25354 2.26878 6.78968  0.406
H: -1.77312 3.00213 6.20740  0.374
H: -1.18705 1.78618 4.24158  0.390
H: 0.50751 2.25508 4.28615  -0.165
H: 0.25673 4.27374 4.05962  -0.057
C: 0.27312 -5.38984 0.28096  -0.338
C: 0.10544 -5.22187 1.80095  -0.145
O: -1.24761 -5.51916 2.22188  -0.721
H: -0.20681 -4.55447 -0.22886  -0.116
H: -0.18046 -6.28220 -0.15037  0.439
H: 1.33630 -5.48484 0.06023  0.074
H: 0.37180 -4.21277 2.11539  -0.081
H: 0.78596 -5.83314 2.39370  0.459
H: -1.83162 -4.99025 1.67343  0.377
C: 5.70681 4.70257 -0.08446  -1.207
C: 4.38177 4.17768 -0.54529  0.839
O: 4.42689 4.32031 -1.95480  -0.595
H: 5.70662 4.67353 1.00516  0.290
H: 5.91529 5.69921 -0.47350  0.347
H: 6.56436 4.07264 -0.32089  0.143
H: 3.55224 4.78699 -0.18653  0.456
H: 4.22820 3.14854 -0.22064  -0.325
H: 3.62673 4.01813 -2.39073  0.123
C: 3.44810 -2.91681 1.12572  0.852
C: 4.30507 -3.97511 1.64723  -0.841
O: 4.45820 -4.92145 0.59355  -0.341
H: 3.27838 -2.19282 1.92267  -0.041
H: 2.43928 -3.27632 0.92290  -0.363
H: 3.89553 -2.36492 0.29909  -0.150
H: 3.95909 -4.26214 2.64021  0.209
H: 5.29924 -3.61965 1.91813  0.440
H: 5.39040 -5.07721 0.42517  0.220
C: 9.35840 -2.59444 -3.48953  -1.160
C: 8.20590 -1.97486 -4.14170  0.233
O: 8.51980 -0.72881 -4.71687  -0.617
H: 10.03452 -2.94240 -4.27048  0.333
H: 9.25566 -3.33329 -2.69477  0.301
H: 9.96065 -1.77783 -3.09135  0.293
H: 7.43346 -1.83300 -3.38585  -0.125
H: 7.86846 -2.58641 -4.97850  0.377
H: 8.47136 -0.08749 -4.00415  0.548
C: -3.16447 -0.70245 -6.42420  -1.114
C: -3.29782 -1.75951 -5.34747  0.384
O: -3.73557 -3.01500 -5.81600  -0.510
H: -2.75692 0.24822 -6.08037  0.169
H: -4.20921 -0.57576 -6.70803  0.329
H: -2.49709 -1.02391 -7.22381  0.350
H: -3.95666 -1.35243 -4.58045  0.206
H: -2.32415 -1.91221 -4.88190  -0.056
H: -4.66282 -3.02048 -6.06454  0.306
C: -2.83088 -1.85231 1.11775  -0.585
C: -3.69143 -3.05879 0.62062  0.400
C: -4.77460 -2.56339 -0.37890  -0.717
O: -5.71231 -1.66292 0.19036  -0.100
C: -6.85147 -1.41179 -0.57526  -0.803
N: -2.73675 -4.12872 0.14665  0.172
H: -2.17420 -1.62149 0.27894  -0.051
H: -2.26238 -2.17062 1.99159  0.036
H: -3.34536 -0.94604 1.43726  -0.049
H: -4.22798 -3.38898 1.51011  0.484
H: -5.19945 -3.48386 -0.77933  0.508
H: -4.35772 -2.05911 -1.25069  0.187
H: -6.58808 -1.04154 -1.56604  0.240
H: -7.36099 -0.69158 0.06489  0.223
H: -7.51335 -2.26269 -0.73646  0.328
H: -2.29352 -3.96764 -0.74648  -0.699
H: -3.22001 -4.93075 -0.23193  0.391
C: -3.20377 6.39482 2.57112  -1.329
C: -3.77090 4.96903 2.69770  0.806
C: -5.10280 4.81320 1.94010  -0.401
O: -6.02079 4.95480 3.02916  -0.406
C: -7.33724 5.37769 2.58144  -0.693
N: -2.73457 4.06786 2.23152  0.982
H: -2.26222 6.40717 3.12014  -0.054
H: -3.87369 7.13196 3.01376  0.452
H: -2.88524 6.73385 1.58537  0.182
H: -3.78402 4.86441 3.78259  0.558
H: -5.34994 3.87072 1.45148  -0.091
H: -5.15320 5.49111 1.08804  0.448
H: -7.64510 4.80643 1.70567  0.154
H: -7.33413 6.43791 2.32842  0.302
H: -8.09181 5.08951 3.31334  0.289
H: -3.17115 3.17379 2.40510  -0.606
H: -1.96080 4.07081 2.88065  0.135
C: 3.06721 3.87448 3.01326  -0.775
C: 3.48018 4.41254 4.38450  0.315
C: 2.90594 5.83020 4.57310  -1.109
O: 1.52038 5.71422 4.60185  -0.161
C: 0.80415 6.83468 5.03043  -0.901
N: 2.87630 3.54585 5.40524  -0.628
H: 2.04511 3.70157 2.67633  0.123
H: 3.52766 2.89547 2.88054  0.260
H: 3.54678 4.51559 2.27360  0.134
H: 4.54609 4.30042 4.58291  0.415
H: 3.17879 6.54756 3.79912  0.448
H: 3.30746 6.11588 5.54535  0.494
H: 1.05278 7.83127 4.66562  0.338
H: 0.90090 6.91542 6.11312  0.339
H: -0.24687 6.61761 4.83980  0.099
H: 2.82995 4.01888 6.29641  0.240
H: 1.92455 3.31792 5.15559  0.131
C: -2.16174 4.94684 -5.13215  -1.398
C: -1.01333 4.64218 -4.20652  0.950
C: -1.14723 5.18958 -2.78273  -1.212
O: -2.04981 4.51937 -2.09003  0.405
C: -2.44797 5.08668 -0.84038  -1.085
N: -0.61880 3.18207 -4.20805  -0.573
H: -1.95320 5.73916 -5.85106  0.382
H: -3.08538 5.13125 -4.58353  0.165
H: -2.31634 4.13860 -5.84695  0.358
H: -0.16496 5.17294 -4.63858  0.122
H: -1.55462 6.19811 -2.85352  0.359
H: -0.27798 5.23359 -2.12655  0.464
H: -2.85524 6.08556 -0.99678  0.497
H: -1.73795 5.17942 -0.01857  0.379
H: -3.33281 4.67486 -0.35503  -0.019
H: -0.76369 2.83008 -3.27253  0.408
H: -1.27081 2.57825 -4.68804  0.168
C: 2.17817 -1.83898 -2.05979  -1.083
C: 0.92192 -1.04962 -1.79071  2.297
C: 0.89249 -0.56366 -0.28269  -0.465
O: -0.37249 0.06338 -0.01953  0.494
C: -0.60243 0.58790 1.28387  -1.098
N: 0.70016 0.02618 -2.73638  -0.439
H: 2.04626 -2.77315 -1.51388  0.250
H: 3.09357 -1.38640 -1.67858  -0.240
H: 2.39017 -1.89985 -3.12724  0.678
H: 0.09658 -1.74833 -1.92746  -1.618
H: 1.54335 0.29235 -0.10461  -0.416
H: 1.10047 -1.37903 0.41014  0.697
H: -1.48059 1.23058 1.34633  0.252
H: 0.28911 1.04230 1.71604  0.205
H: -0.79504 -0.24586 1.95904  0.255
H: -0.08492 -0.24777 -3.30970  0.237
H: 0.21408 0.80844 -2.32177  0.412
C: -2.87677 -5.52011 -3.55524  -1.566
C: -1.46954 -4.91938 -3.42071  0.981
C: -0.64554 -4.89252 -4.77007  -1.083
O: 0.65559 -4.16076 -4.64479  -0.069
C: 1.29214 -4.32811 -5.91031  -1.148
N: -1.51080 -3.59034 -2.85146  0.229
H: -3.58649 -4.93260 -4.13769  0.245
H: -3.29248 -5.67160 -2.55909  0.299
H: -2.77126 -6.53108 -3.94881  0.481
H: -1.12472 -5.67283 -2.71253  -0.010
H: -1.27021 -4.41532 -5.52517  0.327
H: -0.34758 -5.89229 -5.08594  0.553
H: 2.32597 -3.98325 -5.92928  0.237
H: 0.81486 -3.98373 -6.82776  0.342
H: 1.51534 -5.38942 -6.01937  0.495
H: -2.27573 -3.20698 -3.38814  -0.253
H: -0.72992 -3.09793 -3.26116  -0.057
C: -5.06976 1.67094 -0.85675  -0.396
C: -5.68822 2.38282 -2.05510  0.539
C: -6.55897 3.59395 -1.69595  -0.923
O: -5.91528 4.91580 -1.55864  -0.105
C: -6.78943 6.02786 -1.50723  -1.074
N: -4.66427 2.86407 -2.93548  -0.564
H: -4.35097 0.89821 -1.12940  0.306
H: -5.71015 1.22076 -0.09824  0.009
H: -4.38036 2.40380 -0.43753  -0.250
H: -6.32985 1.63435 -2.52007  0.298
H: -6.88280 3.28185 -0.70306  0.314
H: -7.47617 3.59746 -2.28488  0.552
H: -7.14803 6.18467 -2.52454  0.350
H: -6.41845 6.92747 -1.01614  0.277
H: -7.70453 5.79947 -0.96085  0.396
H: -3.76701 2.79972 -2.47627  0.032
H: -5.04916 3.79679 -2.98000  0.355
C: 5.50550 1.74762 -3.93147  -1.758
C: 5.57693 0.82335 -2.65476  0.711
C: 6.87183 0.78235 -1.78741  -0.479
O: 8.00620 0.81285 -2.65364  -0.358
C: 9.15847 1.18647 -2.01642  -0.981
N: 4.40850 1.27033 -1.89144  0.329
H: 6.11133 1.23870 -4.68119  0.441
H: 6.04308 2.66642 -3.69711  0.386
H: 4.54634 2.10773 -4.30352  0.450
H: 5.38174 -0.17537 -3.04534  0.267
H: 6.93013 0.01439 -1.01609  0.301
H: 6.82862 1.75914 -1.30563  -0.018
H: 9.52234 0.40993 -1.34361  0.403
H: 9.13573 2.16351 -1.53374  0.323
H: 9.98128 1.23722 -2.72952  0.313
H: 4.48394 2.26869 -2.02443  -0.458
H: 3.62243 1.00591 -2.46787  0.060
C: -2.45411 -2.83802 5.78594  -1.295
C: -4.00125 -3.05077 5.89422  0.661
C: -4.53525 -1.85848 6.68082  -0.937
O: -4.23807 -1.91232 8.07822  -0.392
C: -4.68691 -0.72427 8.76971  -0.762
N: -4.53110 -3.13838 4.52128  -0.426
H: -2.14660 -2.14963 6.57313  0.362
H: -2.19034 -2.40824 4.81960  0.101
H: -1.98652 -3.82262 5.78824  0.386
H: -4.20169 -3.94365 6.48640  0.340
H: -5.61371 -2.01034 6.63658  0.381
H: -4.30891 -0.91652 6.18125  0.439
H: -3.92603 0.00638 9.04416  0.312
H: -5.32285 -0.96430 9.62181  0.297
H: -5.25057 -0.04504 8.13015  0.299
H: -3.74568 -3.40035 3.94284  0.034
H: -5.22259 -3.85997 4.37549  0.254
C: 4.45732 -4.52884 -3.42593  -0.495
C: 5.14661 -5.91880 -3.12083  0.243
C: 4.21563 -6.82034 -2.29399  -0.108
O: 4.88150 -8.05398 -1.87828  -0.394
C: 4.11217 -8.90553 -1.05884  -0.812
N: 5.30278 -6.44832 -4.51374  -0.633
H: 3.49748 -4.60746 -3.93644  -0.160
H: 5.11366 -3.87470 -3.99989  0.246
H: 4.35702 -3.97371 -2.49326  0.044
H: 6.11407 -5.82705 -2.62716  0.460
H: 3.37828 -7.08868 -2.93815  0.221
H: 3.75521 -6.40569 -1.39723  0.030
H: 3.04414 -8.99068 -1.25922  0.319
H: 4.32482 -8.62667 -0.02680  0.275
H: 4.34346 -9.96537 -1.16536  0.297
H: 4.35271 -6.35391 -4.84320  0.214
H: 5.64665 -7.38800 -4.65106  0.266